No. 1
Density functional theory data (the ωB97M-V functional and the def2-TZVPD basis) for a structure of composition C18H23N11O2PdSe.

```
56
Properties=species:S:1:pos:R:3:forces:R:3:lowdin_spin:R:1
Pd 0.286 0.071 0.660 0.50 0.23 0.25 1.6152
C 1.410 3.817 4.429 -0.01 -0.01 0.03 0.0022
O 1.354 3.406 3.030 0.04 0.16 0.13 0.0027
C 0.947 2.235 2.678 -0.14 -0.35 0.02 0.0088
O 0.930 1.942 1.467 0.10 0.33 0.05 0.0855
N 0.542 1.345 3.626 0.06 0.17 -0.24 0.0030
N 0.159 0.056 3.220 -0.13 0.04 -0.22 0.0859
H 1.801 4.826 4.412 0.02 0.04 -0.04 0.0001
H 2.093 3.173 4.982 0.01 -0.01 -0.02 0.0001
H 0.409 3.821 4.858 -0.02 -0.01 -0.02 0.0001
H 0.581 1.560 4.612 0.01 -0.02 0.01 0.0017
H -0.749 -0.160 3.623 -0.02 0.02 0.03 -0.0003
H 0.825 -0.621 3.583 0.00 -0.01 -0.06 -0.0003
C -1.608 -4.214 -0.485 -0.10 -0.06 -0.02 0.0169
N -0.166 -4.153 -0.163 -0.18 -0.11 -0.08 0.2436
C 0.601 -5.411 -0.187 -0.01 -0.07 0.01 0.0303
C 0.425 -2.999 0.131 0.15 0.19 0.08 0.0208
N -0.272 -1.836 0.132 -0.01 -0.79 -0.03 0.5288
N 1.760 -3.027 0.415 -0.11 0.15 -0.02 -0.0226
C 2.639 -1.995 0.802 0.10 0.00 0.10 0.0063
N 3.906 -2.404 0.914 -0.02 -0.03 -0.02 -0.0008
N 2.215 -0.798 1.029 0.37 -0.32 -0.11 0.0846
H -1.874 -5.245 -0.690 0.04 -0.02 0.01 -0.0001
H -1.832 -3.629 -1.376 0.06 0.00 -0.02 0.0076
H -2.208 -3.878 0.361 0.04 0.00 0.04 0.0077
H -0.058 -6.230 -0.448 -0.05 0.02 -0.01 0.0003
H 1.025 -5.621 0.800 -0.02 0.06 0.01 0.0128
H 1.394 -5.363 -0.941 -0.02 0.05 0.00 0.0128
H -1.255 -1.983 -0.089 0.02 -0.10 -0.03 0.0150
H 2.189 -3.935 0.352 0.04 -0.06 0.00 -0.0009
H 4.205 -3.355 0.762 0.00 0.00 -0.01 0.0009
H 4.629 -1.762 1.202 -0.01 0.02 0.03 0.0000
H 2.963 -0.165 1.291 -0.01 0.06 0.02 0.0021
Se -3.084 3.875 -5.217 -0.40 0.29 -0.27 0.5799
N -1.497 3.102 -5.072 -0.07 -0.02 0.14 -0.0064
C -1.448 2.587 -3.882 -0.03 -0.13 0.35 0.1312
C -0.303 1.876 -3.344 -0.07 0.15 -0.27 0.0083
C 0.871 1.712 -4.088 -0.16 0.12 -0.12 0.0261
C 1.941 1.066 -3.512 0.04 0.02 0.00 0.0002
C 1.799 0.607 -2.213 0.04 -0.06 0.20 0.0332
N 0.671 0.744 -1.507 -0.22 -0.04 0.38 0.1287
C -0.376 1.373 -2.046 -0.07 0.03 0.11 0.0427
C -1.598 1.545 -1.206 0.40 -0.05 -0.14 0.0322
N -1.569 1.039 0.029 -0.59 0.17 0.15 0.0856
C -2.630 1.234 0.827 0.10 -0.10 0.04 0.0206
C -3.770 1.912 0.440 -0.03 0.02 0.05 0.0016
C -3.816 2.421 -0.840 -0.07 0.10 -0.15 0.0197
C -2.711 2.237 -1.672 -0.17 0.25 -0.39 0.0051
C -2.680 2.779 -3.030 0.36 -0.30 0.35 0.1190
N -3.653 3.433 -3.566 0.16 0.08 -0.36 -0.0035
H 0.922 2.107 -5.096 0.03 -0.01 0.00 0.0009
H 2.873 0.930 -4.042 0.00 0.00 0.01 0.0001
H 2.625 0.123 -1.709 -0.04 -0.04 0.03 0.0021
H -2.560 0.824 1.824 0.03 -0.04 0.06 0.0012
H -4.593 2.042 1.129 0.02 -0.02 0.00 0.0001
H -4.682 2.964 -1.202 0.02 -0.01 0.00 0.0007
```
Positions in Å, forces in eV/Å.

Energy above the lowest of the compared OMol25 structures with the same formula, charge and spin ... 0.00 kcal per mole
Frontier orbital gap (alpha / beta) ... 8.04 / 5.24 eV
Total charge ... +4
Lowest unoccupied orbital energy (alpha / beta) ... -11.794 / -15.211 eV
HOMO energy (alpha / beta) ... -19.835 / -20.448 eV
2S+1 ... 5



No. 2
Density functional theory data (the ωB97M-V functional and the def2-TZVPD basis) for an isolated molecule of C18H23N3O3 in a non-equilibrium geometry.

```
47
Properties=species:S:1:pos:R:3:forces:R:3:nbo_charge:R:1
C -4.943 2.895 -6.950 -0.03 0.03 0.02 -0.6291
C -4.194 2.505 -5.714 0.08 -0.02 0.03 0.0027
C -2.834 2.760 -5.587 -0.14 -0.01 -0.06 -0.2232
C -2.150 2.407 -4.440 -0.04 -0.13 0.28 -0.1744
C -2.824 1.787 -3.392 -0.35 0.16 -0.52 -0.0559
C -4.189 1.527 -3.509 0.18 0.04 0.01 -0.1705
C -4.860 1.885 -4.659 0.04 0.02 -0.02 -0.2200
H -5.917 1.683 -4.748 -0.11 -0.03 0.00 0.2102
H -4.700 1.046 -2.690 -0.10 -0.05 0.06 0.2281
C -2.106 1.412 -2.193 0.34 -0.44 1.08 0.2854
N -2.652 0.824 -1.158 -0.95 0.14 -0.76 -0.1569
O -1.636 0.650 -0.268 0.83 0.05 0.33 -0.2807
C -0.532 1.154 -0.839 -0.23 0.28 -0.45 0.5373
N -0.763 1.631 -2.019 0.43 0.06 0.09 -0.5036
C 0.762 1.075 -0.125 -0.12 -0.32 0.15 -0.4632
H 1.476 1.724 -0.630 -0.07 0.03 0.05 0.2407
H 0.626 1.421 0.901 0.05 0.09 -0.01 0.2428
C 1.269 -0.373 -0.112 0.13 0.09 0.03 -0.3758
H 0.483 -1.022 0.282 0.01 -0.02 -0.09 0.2093
C 2.531 -0.508 0.743 -0.07 0.11 0.02 -0.4932
C 2.235 -0.179 2.200 0.15 -0.26 -0.50 0.6794
O 2.586 0.854 2.732 0.16 0.39 0.12 -0.6356
N 1.500 -1.120 2.829 -0.21 -0.38 0.20 -0.6252
H 1.325 -2.010 2.388 0.08 0.11 -0.11 0.4028
C 1.141 -1.043 4.222 0.03 -0.28 0.40 -0.2419
H 1.355 -0.031 4.568 -0.09 -0.10 0.00 0.2375
H 0.073 -1.253 4.329 0.05 0.09 0.04 0.2038
C 1.938 -2.063 5.050 -0.15 0.57 0.07 0.0912
C 3.462 -1.825 4.995 -0.09 -0.12 -0.04 -0.4451
H 3.882 -1.848 6.000 0.01 0.03 0.01 0.2128
C 3.983 -3.002 4.169 -0.20 -0.13 0.07 -0.4270
H 3.998 -2.750 3.108 0.02 -0.03 -0.02 0.1996
C 2.918 -4.062 4.445 0.37 -0.18 -0.02 -0.0643
H 3.115 -4.563 5.405 0.00 -0.01 -0.09 0.1601
H 2.827 -4.817 3.663 0.04 0.00 0.07 0.1902
O 1.696 -3.358 4.508 -0.23 0.14 -0.11 -0.5413
H 4.977 -3.325 4.469 0.07 -0.02 -0.03 0.2180
H 3.696 -0.864 4.543 0.03 0.07 0.03 0.2349
H 1.573 -2.030 6.086 0.04 -0.01 -0.13 0.1776
H 3.293 0.185 0.387 0.03 -0.05 0.09 0.2312
H 2.917 -1.526 0.666 0.05 -0.01 0.00 0.2176
H 1.486 -0.686 -1.136 -0.06 -0.04 0.03 0.2160
H -1.094 2.603 -4.339 0.09 0.02 -0.01 0.2311
H -2.304 3.241 -6.397 0.04 0.04 -0.08 0.2098
H -5.549 2.064 -7.309 -0.05 -0.02 -0.08 0.2198
H -4.263 3.201 -7.741 0.00 0.02 -0.08 0.2151
H -5.616 3.725 -6.734 -0.06 0.05 -0.07 0.2222
```
Positions in Å, forces in eV/Å.

Energy above the lowest of the compared OMol25 structures with the same formula, charge and spin ... 64.91 kcal per mole
Frontier orbital gap ... 9.45 eV
Total charge ... 0
Lowest unoccupied orbital energy ... 0.710 eV
SMILES ... Cc1ccc(-c2noc(CCCC(=O)NC[C@@H]3CCCO3)n2)cc1
HOMO energy ... -8.744 eV



No. 3
Density functional theory data (the ωB97M-V functional and the def2-TZVPD basis) for an isolated molecule of C18H23N3O3S in a non-equilibrium geometry.

```
48
Properties=species:S:1:pos:R:3:forces:R:3:nbo_charge:R:1
C -3.337 -2.555 -0.914 0.07 0.01 0.03 -0.6388
C -2.016 -1.992 -0.487 0.21 -0.06 0.04 0.0470
C -1.029 -1.726 -1.423 0.03 -0.03 0.21 -0.2371
C 0.232 -1.266 -1.062 -0.04 -0.04 -0.26 0.0479
C 0.485 -1.037 0.288 0.47 0.24 0.05 -0.3719
C -0.487 -1.295 1.256 -0.20 0.00 0.18 0.1417
C -1.729 -1.766 0.848 0.24 -0.05 -0.17 -0.2581
H -2.477 -1.977 1.598 -0.07 0.00 0.12 0.2094
C -0.232 -1.112 2.716 -0.07 0.06 0.23 -0.6626
H 0.719 -1.560 2.995 -0.05 -0.04 0.21 0.2355
H -0.180 -0.052 2.961 -0.02 0.01 0.09 0.2440
H -1.030 -1.567 3.298 -0.02 -0.04 0.01 0.2127
S 2.132 -0.675 0.936 0.38 -0.13 -0.29 2.3086
O 2.684 -1.950 1.299 0.09 -0.05 -0.20 -0.9374
O 2.053 0.322 1.980 -0.01 -0.11 -0.14 -0.9729
N 3.077 -0.028 -0.306 -0.78 -0.36 0.95 -0.6696
C 4.338 -0.699 -0.546 0.16 -0.39 0.01 -0.4205
H 5.139 -0.297 0.083 0.00 -0.01 -0.02 0.1904
H 4.612 -0.588 -1.596 -0.03 0.01 0.00 0.2041
H 4.205 -1.751 -0.306 0.22 -0.03 -0.13 0.2451
C 3.172 1.419 -0.309 -0.14 0.36 0.11 -0.3118
H 3.834 1.701 -1.132 -0.15 -0.04 0.09 0.2362
C 1.818 2.083 -0.574 0.39 0.20 0.13 0.6656
O 1.428 2.317 -1.703 -0.08 0.03 -0.39 -0.6425
N 1.166 2.449 0.539 -0.23 0.15 0.43 -0.6092
H 1.425 1.988 1.406 0.01 0.22 -0.21 0.4388
C -0.086 3.177 0.495 0.00 0.06 -0.24 -0.2584
C -1.294 2.281 0.386 0.08 0.09 -0.23 0.1964
N -1.945 2.026 1.512 0.29 0.24 0.38 -0.4371
C -3.044 1.294 1.453 -0.37 -0.16 -0.08 0.0367
C -3.562 0.794 0.271 0.03 0.15 -0.02 -0.2645
C -2.864 1.034 -0.902 -0.02 0.13 0.12 -0.1598
C -1.702 1.782 -0.847 -0.13 -0.02 0.04 -0.2483
H -1.121 1.994 -1.730 0.09 0.04 -0.09 0.2433
H -3.227 0.658 -1.847 -0.02 -0.06 -0.09 0.2152
H -4.484 0.233 0.268 -0.09 -0.09 0.03 0.2174
H -3.535 1.120 2.402 -0.12 -0.08 0.04 0.1914
H -0.165 3.770 1.408 -0.04 -0.03 -0.13 0.2235
H -0.044 3.832 -0.381 0.00 0.01 0.17 0.2260
H 3.587 1.789 0.639 0.05 -0.02 -0.17 0.2063
C 1.243 -1.072 -2.147 0.00 0.00 -0.30 -0.6353
H 1.484 -0.018 -2.267 0.07 -0.01 -0.10 0.2523
H 0.844 -1.441 -3.090 -0.04 -0.06 -0.02 0.2109
H 2.158 -1.610 -1.920 0.07 -0.06 -0.16 0.2177
H -1.236 -1.906 -2.468 0.03 0.00 -0.15 0.2084
H -3.223 -3.607 -1.171 -0.07 -0.06 -0.03 0.2298
H -3.713 -2.038 -1.794 -0.09 0.03 -0.08 0.2174
H -4.070 -2.477 -0.115 -0.11 -0.01 0.03 0.2159
```
Positions in Å, forces in eV/Å.

Energy above the lowest of the compared OMol25 structures with the same formula, charge and spin ... 45.41 kcal per mole
Frontier orbital gap ... 9.70 eV
Total charge ... 0
Lowest unoccupied orbital energy ... 0.692 eV
SMILES ... Cc1cc(C)c(S(=O)(=O)N(C)CC(=O)NCc2ccccn2)c(C)c1
HOMO energy ... -9.004 eV



No. 4
Density functional theory data (the ωB97M-V functional and the def2-TZVPD basis) for an isolated molecule of C18H23N3O4S.

```
49
Properties=species:S:1:pos:R:3:forces:R:3:nbo_charge:R:1
C 2.909 -0.475 -5.879 -0.31 -0.15 0.30 -0.6178
C 1.787 -0.739 -4.888 0.06 0.15 -0.10 -0.0596
O 1.729 -2.129 -4.645 0.19 0.12 -0.26 -0.5378
C 0.891 -2.516 -3.587 -0.27 -0.21 0.09 -0.0580
C -0.603 -2.380 -3.908 0.30 0.05 0.18 -0.4423
C -1.491 -3.016 -2.841 -0.16 -0.11 -0.69 -0.2282
N -1.320 -2.382 -1.539 0.01 0.06 0.22 -0.4518
C -0.601 -3.017 -0.566 0.27 -0.31 0.40 0.2874
S 0.096 -4.499 -0.737 0.25 -0.48 0.05 -0.1967
N -0.455 -2.375 0.626 -0.02 -0.02 -0.02 -0.5818
C -0.990 -1.147 0.918 -0.38 0.59 -0.25 0.2776
C -0.802 -0.541 2.158 -0.07 0.12 -0.02 -0.2650
C -1.368 0.698 2.408 -0.22 -0.32 -0.18 -0.0592
C -2.133 1.335 1.429 0.03 0.03 0.03 -0.2297
C -2.309 0.743 0.197 0.11 -0.13 0.03 -0.1124
C -1.739 -0.500 -0.072 0.12 0.03 0.36 -0.2256
C -1.928 -1.136 -1.380 -0.09 0.17 0.08 0.6791
O -2.562 -0.641 -2.285 -0.04 0.06 0.03 -0.5798
H -2.890 1.216 -0.580 -0.05 0.04 -0.07 0.2438
H -2.588 2.288 1.650 -0.07 0.09 0.03 0.2300
C -1.261 1.312 3.775 0.10 -0.10 -0.02 0.6635
O -2.223 1.353 4.516 -0.31 0.00 -0.01 -0.6045
N -0.038 1.765 4.131 0.17 0.04 0.13 -0.4308
C 1.088 1.947 3.243 0.26 0.41 -0.27 -0.2479
H 0.876 1.518 2.265 0.09 0.03 0.09 0.2269
C 1.378 3.450 3.108 0.04 -0.35 -0.22 -0.0765
O 1.597 4.042 4.364 0.14 0.08 0.07 -0.5191
C 0.475 3.886 5.206 -0.14 -0.23 0.20 -0.0780
H 0.734 4.365 6.151 -0.09 -0.03 -0.03 0.2017
C 0.151 2.405 5.419 -0.11 0.32 0.22 -0.2586
H -0.768 2.287 5.994 0.14 0.01 -0.01 0.2525
H 0.982 1.915 5.937 -0.05 0.04 0.00 0.1982
H -0.397 4.391 4.767 0.05 -0.03 0.05 0.1685
H 2.287 3.615 2.527 -0.09 -0.03 -0.04 0.2001
H 0.528 3.937 2.602 0.07 -0.04 0.01 0.1635
H 1.963 1.452 3.679 -0.03 0.00 -0.10 0.1996
H -0.228 -1.045 2.922 0.09 -0.05 0.11 0.2219
H 0.069 -2.877 1.331 -0.08 0.01 -0.24 0.4329
H -2.538 -2.890 -3.126 0.13 -0.05 0.09 0.2312
H -1.262 -4.077 -2.728 -0.11 0.20 0.02 0.2439
H -0.799 -2.879 -4.858 -0.03 0.00 -0.04 0.2207
H -0.873 -1.329 -4.011 -0.03 -0.04 -0.09 0.2178
H 1.136 -1.933 -2.682 0.02 -0.12 -0.06 0.1515
H 1.135 -3.565 -3.400 -0.05 0.15 0.11 0.2010
H 0.833 -0.377 -5.300 0.08 -0.01 0.09 0.1609
H 1.976 -0.204 -3.944 -0.06 -0.05 -0.07 0.1555
H 2.716 -1.013 -6.803 0.01 -0.02 -0.14 0.2126
H 3.854 -0.821 -5.470 0.12 0.00 0.02 0.2109
H 2.977 0.588 -6.091 0.04 0.11 -0.06 0.2080
```
Positions in Å, forces in eV/Å.

Energy above the lowest of the compared OMol25 structures with the same formula, charge and spin ... 29.60 kcal per mole
Frontier orbital gap ... 8.52 eV
Total charge ... 0
Lowest unoccupied orbital energy ... -0.175 eV
SMILES ... CCOCCCn1c(=S)[nH]c2cc(C(=O)N3CCOCC3)ccc2c1=O
HOMO energy ... -8.692 eV



Q: The highest energy above the lowest of the compared OMol25 structures with the same formula, charge and spin belongs to which entry?
A: C18H23N3O3



Q: Which formula does entry 2 have?
A: C18H23N3O3